No. 1
{"formula": "C23H49BiN2O2P3", "method": "wB97M-V/def2-TZVPD", "symbols": ["Bi", "P", "P", "P", "H", "C", "C", "H", "C", "C", "C", "C", "C", "C", "C", "C", "C", "H", "H", "H", "H", "H", "H", "H", "H", "H", "H", "H", "H", "H", "H", "H", "H", "H", "H", "H", "H", "H", "H", "H", "H", "H", "H", "H", "H", "H", "C", "C", "C", "C", "C", "C", "O", "H", "H", "H", "H", "H", "H", "C", "N", "C", "C", "C", "N", "C", "C", "O", "H", "H", "H", "H", "H", "H", "H", "H", "H", "H", "H", "H"], "coordinates": [[-0.44059, 0.27490, -0.15480], [-2.25184, -1.96640, -0.00867], [1.51524, -1.44230, 1.71400], [1.32351, -2.46000, -1.34155], [-1.37983, 2.77983, -1.28227], [-1.31186, 1.73752, -1.63509], [-2.37441, 0.84115, -1.16981], [-3.14348, 1.23452, -0.48776], [-3.90928, -1.71653, 0.70042], [-1.67191, -3.37114, 0.97699], [-2.71397, -2.78783, -1.58390], [3.01095, -0.38148, 1.78257], [0.67544, -0.89600, 3.25716], [2.24306, -3.01534, 2.33355], [0.86986, -2.59644, -3.11091], [1.69411, -4.23759, -1.02358], [3.04776, -1.84267, -1.48023], [-0.89743, 1.57939, -2.64476], [-2.75642, 0.09271, -1.87492], [-4.38852, -0.80794, 0.32214], [-3.83949, -1.66790, 1.79123], [-4.51004, -2.58425, 0.40603], [-1.64293, -3.07893, 2.03133], [-0.67867, -3.70529, 0.65809], [-2.40032, -4.17795, 0.83565], [-3.02852, -2.05439, -2.33750], [-3.56542, -3.44368, -1.35355], [-1.87940, -3.38288, -1.97664], [3.67696, -0.76583, 2.56461], [2.74215, 0.65673, 2.01493], [3.53389, -0.40907, 0.81866], [1.25337, -1.25642, 4.11767], [-0.33708, -1.32118, 3.29688], [0.60194, 0.19882, 3.30390], [2.78868, -2.76056, 3.25544], [2.94197, -3.44327, 1.60314], [1.44551, -3.73527, 2.56196], [1.22908, -3.55443, -3.51112], [1.33114, -1.75320, -3.65082], [-0.22022, -2.54829, -3.23161], [2.03069, -4.66947, -1.97412], [0.78405, -4.75346, -0.69032], [2.48398, -4.34654, -0.27207], [3.43827, -2.13170, -2.46084], [3.67576, -2.27810, -0.69429], [3.05437, -0.75014, -1.41388], [1.55511, 1.00512, -4.27969], [2.29520, 2.31534, -4.32524], [3.00224, 2.24070, -5.63850], [2.32237, 1.71024, -6.71573], [1.03577, 1.08533, -6.57194], [0.56856, 0.79382, -5.30524], [2.01712, 0.13470, -3.52176], [2.87262, 2.25196, -3.39347], [1.62502, 3.19671, -4.33282], [3.94639, 2.78614, -5.71463], [2.72058, 1.75208, -7.73350], [0.45626, 0.75828, -7.44529], [-0.33385, 0.23276, -5.05531], [-3.60958, 2.09691, 2.57955], [-2.37462, 2.53775, 3.21237], [-2.45695, 3.27870, 4.45164], [-1.12387, 3.27117, 5.14542], [-0.06587, 3.78037, 4.20558], [-0.08868, 2.98940, 2.99128], [1.05751, 3.12242, 2.10478], [-1.22425, 2.40282, 2.52897], [-1.21722, 1.68296, 1.46967], [-4.43180, 2.33685, 3.26349], [-3.60324, 1.00902, 2.41098], [-3.76648, 2.61550, 1.62192], [-2.77286, 4.31568, 4.24456], [-3.22049, 2.78802, 5.05591], [-0.86722, 2.26329, 5.49762], [-1.17574, 3.92582, 6.01378], [0.93652, 3.68943, 4.64342], [-0.24932, 4.84232, 3.96566], [1.39839, 2.14309, 1.74228], [0.84207, 3.76603, 1.23343], [1.88020, 3.57756, 2.66953]], "forces_ev_per_angstrom": [[3.50, -3.01, 2.97], [-0.63, -1.23, -0.56], [0.31, 0.31, 1.14], [0.71, -0.11, -1.07], [0.72, -0.65, 0.44], [-4.37, -0.26, -1.25], [-1.31, 3.14, -2.87], [0.72, -0.19, 0.09], [0.17, 0.87, 0.28], [0.75, 0.39, 0.32], [0.47, 0.49, -0.34], [0.03, 0.11, -0.42], [-0.16, -0.13, 0.07], [-0.22, -0.10, -0.29], [-0.43, 0.15, -0.31], [-0.50, 0.05, 0.61], [-0.14, 0.36, 0.31], [0.21, -0.21, 0.68], [0.54, -0.02, 0.34], [-0.03, -0.19, 0.09], [-0.10, 0.06, -0.15], [0.15, 0.14, 0.10], [0.03, -0.20, -0.10], [-0.23, 0.06, 0.09], [0.04, 0.16, 0.01], [0.03, -0.30, 0.07], [0.27, 0.16, -0.05], [-0.23, 0.21, 0.10], [-0.10, 0.17, -0.14], [0.14, -0.30, -0.07], [0.01, 0.08, 0.33], [-0.23, 0.17, -0.06], [0.23, 0.11, 0.17], [-0.01, -0.22, -0.06], [-0.18, -0.19, -0.29], [-0.21, 0.07, 0.29], [0.31, 0.07, -0.06], [-0.12, 0.32, 0.05], [-0.32, -0.38, 0.24], [0.25, -0.05, -0.16], [-0.04, 0.08, 0.32], [0.35, -0.17, -0.11], [-0.32, -0.06, -0.15], [-0.03, 0.03, 0.16], [-0.12, 0.13, -0.14], [0.19, -0.22, -0.14], [1.54, -0.06, 1.30], [-0.52, -1.09, 0.74], [-0.61, 0.33, -1.87], [1.84, 0.88, 0.57], [-1.50, -0.69, 1.72], [-0.29, -0.27, -1.52], [-1.49, 0.88, -0.28], [0.44, 0.64, -0.59], [0.19, -0.26, 0.02], [-0.33, -0.28, -0.36], [0.13, 0.07, 0.51], [0.34, 0.34, 0.34], [0.23, -0.04, -0.52], [-0.25, -0.22, 0.02], [0.58, -0.48, -1.22], [-0.32, 0.55, 0.32], [0.13, -0.05, 0.56], [0.04, 0.61, 0.33], [-0.41, -0.70, -1.10], [0.23, -0.03, -0.36], [0.34, 0.43, 1.41], [-0.07, -0.01, -0.93], [0.17, -0.07, -0.32], [-0.02, 0.31, 0.05], [-0.05, -0.12, 0.30], [-0.03, -0.32, 0.12], [0.03, 0.17, 0.08], [-0.09, 0.16, -0.07], [0.02, -0.07, 0.07], [-0.28, 0.07, -0.09], [0.17, -0.27, 0.09], [-0.08, 0.24, 0.08], [0.05, -0.18, 0.34], [-0.25, -0.16, -0.20]], "orbital_gap_ev": [3.4, 3.6], "e_homo_ev": [-15.2, -15.2], "charge": 3, "de_lowest_ev": 2.334, "e_tot_ev": -65398.1879, "multiplicity": 1}


No. 2
{"formula": "C23H49InN4P3Se", "method": "wB97M-V/def2-TZVPD", "symbols": ["In", "P", "P", "P", "H", "C", "C", "H", "C", "C", "C", "C", "C", "C", "C", "C", "C", "H", "H", "H", "H", "H", "H", "H", "H", "H", "H", "H", "H", "H", "H", "H", "H", "H", "H", "H", "H", "H", "H", "H", "H", "H", "H", "H", "H", "H", "C", "C", "C", "C", "C", "C", "Se", "H", "H", "H", "H", "H", "H", "C", "N", "C", "N", "C", "N", "C", "N", "C", "C", "H", "H", "H", "H", "H", "H", "H", "H", "H", "H", "H", "H"], "coordinates": [[0.50110, 0.73079, -1.13130], [3.12076, 1.09315, -0.87911], [-0.61890, 2.70368, 0.33604], [0.27352, -1.72426, -2.12677], [-4.74818, 0.94196, -1.14335], [-4.42833, -0.10259, -1.22757], [-4.14276, -0.83702, -0.14058], [-4.21402, -0.42546, 0.87585], [3.89738, 1.98319, -2.27571], [3.63448, 2.08483, 0.56496], [4.10964, -0.43668, -0.76024], [-2.40634, 2.56044, 0.69506], [0.06504, 3.14078, 1.98031], [-0.52344, 4.29676, -0.56045], [-1.37515, -2.49863, -2.01014], [1.41070, -3.02482, -1.51742], [0.60305, -1.61745, -3.92243], [-4.43109, -0.53348, -2.23774], [-3.92804, -1.91270, -0.20797], [4.97822, 2.09245, -2.09713], [3.44634, 2.97764, -2.38823], [3.73981, 1.43117, -3.21115], [4.66833, 2.44059, 0.43856], [3.57217, 1.49337, 1.48767], [2.97855, 2.95967, 0.66600], [5.18507, -0.21733, -0.84882], [3.83184, -1.12598, -1.56724], [3.93006, -0.93414, 0.20313], [-2.88221, 3.53906, 0.53580], [-2.55507, 2.25900, 1.74121], [-2.88225, 1.81609, 0.04233], [-0.07754, 4.21611, 2.16397], [1.14019, 2.92239, 2.02655], [-0.44661, 2.58447, 2.77807], [-1.26862, 4.98856, -0.13903], [-0.71965, 4.13477, -1.63058], [0.48025, 4.73142, -0.45261], [-1.58836, -3.07059, -2.92625], [-2.15493, -1.73660, -1.87418], [-1.40609, -3.18293, -1.15116], [1.75316, -3.65578, -2.35112], [0.90979, -3.66670, -0.78040], [2.29395, -2.57315, -1.04517], [0.16217, -2.48282, -4.44010], [1.68589, -1.59538, -4.10668], [0.16823, -0.68712, -4.31885], [-1.13423, 2.00201, -4.34464], [-2.41717, 1.85963, -3.76873], [-3.55202, 1.89113, -4.58475], [-3.43100, 2.04802, -5.97275], [-2.15779, 2.17962, -6.54639], [-1.02574, 2.13877, -5.74679], [0.46612, 2.12609, -3.33560], [0.31696, -0.52537, 0.90114], [-2.50368, 1.72314, -2.69271], [-4.54524, 1.79535, -4.13891], [-4.32199, 2.06558, -6.60641], [-2.04809, 2.31934, -7.62775], [-0.02787, 2.22585, -6.18676], [0.57807, -2.41234, 1.80072], [0.30450, -0.92378, 1.86923], [1.40519, -0.28386, 2.68449], [1.39168, -0.83781, 4.02571], [1.60923, -2.30251, 3.95973], [0.56507, -2.96435, 3.14279], [-0.73903, -2.69055, 3.79253], [-1.02111, -1.23881, 3.86952], [-1.04297, -0.67347, 2.53343], [0.06730, -0.60570, 4.65196], [1.56749, -2.54354, 1.34077], [-0.20290, -2.87802, 1.18607], [1.22157, 0.79799, 2.71744], [2.35937, -0.50533, 2.18380], [1.55347, -2.70989, 4.97737], [2.59405, -2.49899, 3.51302], [-1.53778, -3.19447, 3.23230], [-0.68957, -3.08216, 4.81470], [-1.20640, 0.41278, 2.58027], [-1.82440, -1.15506, 1.93203], [0.07310, -1.05070, 5.65508], [-0.11599, 0.47586, 4.71603]], "forces_ev_per_angstrom": [[0.18, 1.24, -1.96], [1.04, 0.23, 0.08], [-0.65, 0.70, 0.69], [-0.38, -0.93, -0.33], [0.14, -0.37, -0.04], [0.09, -0.35, 0.39], [-0.12, 0.17, -0.29], [-0.03, -0.10, -0.47], [-0.45, 0.02, -0.29], [-0.22, 0.08, 0.21], [-0.13, -0.24, 0.05], [-0.24, -0.44, -0.18], [0.39, -0.22, 0.14], [0.41, -0.26, -0.58], [-0.35, 0.23, 0.19], [0.34, 0.08, 0.29], [0.14, 0.67, 0.00], [0.00, 0.17, 0.47], [-0.08, 0.49, -0.03], [-0.36, -0.12, 0.12], [0.11, -0.22, 0.01], [0.03, 0.14, 0.21], [-0.31, -0.19, -0.01], [0.05, 0.15, -0.19], [0.23, -0.14, -0.05], [-0.37, 0.04, 0.06], [0.15, 0.18, 0.12], [0.08, 0.08, -0.22], [0.16, -0.33, 0.07], [0.01, 0.06, -0.31], [0.04, 0.25, 0.17], [-0.03, -0.32, -0.10], [-0.25, 0.20, 0.06], [0.15, 0.15, -0.22], [0.24, -0.33, 0.02], [0.03, 0.13, 0.33], [-0.25, -0.13, -0.09], [0.15, 0.18, 0.30], [0.17, -0.23, -0.13], [0.00, 0.19, -0.21], [-0.19, 0.22, 0.18], [0.12, 0.20, -0.26], [-0.19, -0.24, -0.18], [0.12, 0.17, 0.35], [-0.27, 0.03, 0.06], [0.09, -0.31, 0.04], [-1.64, -0.36, -0.66], [0.63, 0.12, -0.54], [0.08, -0.08, -0.18], [0.29, 0.04, 0.17], [-0.51, -0.04, -0.04], [0.62, 0.00, 0.78], [0.73, -0.20, 0.60], [-0.14, -0.48, 1.01], [-0.12, 0.09, -0.07], [0.33, 0.02, -0.13], [0.34, 0.03, 0.28], [-0.07, -0.11, 0.48], [-0.39, 0.02, 0.04], [0.00, -0.87, 0.81], [0.00, 0.41, -1.10], [0.30, -0.02, 1.15], [-0.45, -0.21, -0.58], [0.14, 0.01, -0.23], [-0.09, 0.86, -0.22], [-0.12, -0.12, -0.17], [0.71, 0.10, -0.61], [-0.44, -0.32, 0.99], [-0.04, 0.14, -0.10], [-0.27, 0.03, 0.11], [0.12, 0.16, 0.13], [0.03, -0.28, -0.06], [-0.25, 0.06, 0.13], [0.21, 0.10, -0.34], [-0.21, -0.02, 0.25], [0.15, 0.10, 0.21], [-0.17, 0.00, -0.30], [0.11, -0.31, -0.09], [0.24, 0.12, -0.01], [0.01, 0.28, -0.26], [0.03, -0.27, 0.11]], "orbital_gap_ev": 5.1, "e_homo_ev": -15.3, "charge": 3, "de_lowest_ev": 0.000, "e_tot_ev": -128967.3121, "multiplicity": 1}